No. 1
{
  "formula": "C34H23BrCl3CrO4S3Sb",
  "method": "wB97M-V/def2-TZVPD",
  "elements": ["Sb", "Br", "Cr", "Cl", "Cl", "Cl", "S", "S", "S", "O", "O", "O", "O", "C", "C", "C", "C", "C", "C", "C", "C", "C", "C", "C", "C", "C", "C", "C", "C", "C", "C", "C", "C", "C", "C", "C", "C", "C", "C", "C", "C", "C", "C", "C", "C", "C", "C", "H", "H", "H", "H", "H", "H", "H", "H", "H", "H", "H", "H", "H", "H", "H", "H", "H", "H", "H", "H", "H", "H", "H"],
  "coordinates": [[0.758, -0.257, 1.960], [-1.922, -4.461, -1.514], [-1.148, -1.836, -0.511], [-2.798, 0.296, 2.424], [-4.310, -0.421, -2.670], [-5.481, 4.202, -0.159], [-1.170, -3.384, 1.585], [-0.998, -2.880, 3.511], [0.765, -3.439, 0.711], [0.922, -4.721, 0.063], [-2.874, -1.042, -0.174], [0.719, -2.321, -0.315], [1.742, -3.143, 1.737], [-0.483, -4.582, -5.399], [2.002, 2.032, 6.202], [-0.506, 2.912, -0.843], [-1.192, -3.912, -3.210], [2.985, 1.848, 5.240], [-0.928, -4.910, -4.110], [4.297, 0.388, -0.684], [0.720, 1.549, 5.976], [-4.807, 1.837, -1.287], [0.097, 2.886, 1.866], [-0.615, -0.882, -5.260], [2.755, -0.182, 1.091], [-0.650, 4.071, -0.095], [3.784, -0.884, 1.719], [0.246, 1.714, 1.130], [2.680, 1.203, 4.047], [-4.124, 2.171, 1.003], [-3.498, 0.084, -0.151], [-0.081, 1.744, -0.225], [-0.359, 4.052, 1.262], [-0.381, -3.270, -5.769], [3.030, 0.451, -0.116], [-1.018, -2.535, -3.496], [1.401, 0.711, 3.810], [-1.190, -0.205, -3.026], [0.429, 0.880, 4.795], [-4.742, 2.623, -0.150], [5.315, -0.300, -0.044], [5.053, -0.937, 1.162], [-0.665, -2.231, -4.853], [-1.193, -1.499, -2.524], [-3.537, 0.923, 0.999], [-0.919, 0.109, -4.364], [-4.219, 0.587, -1.269], [-0.081, -2.998, -6.776], [-1.064, -5.943, -3.822], [-0.351, -0.648, -6.286], [-4.095, 2.782, 1.893], [3.447, 1.090, 3.292], [-5.306, 2.184, -2.180], [2.254, 1.000, -0.632], [3.576, -1.417, 2.638], [-0.019, 0.817, -0.788], [-0.738, 2.919, -1.902], [5.843, -1.489, 1.660], [4.482, 0.869, -1.638], [6.304, -0.350, -0.485], [0.338, 2.884, 2.922], [2.239, 2.546, 7.127], [-0.565, 0.475, 4.634], [3.991, 2.213, 5.415], [-1.433, 0.615, -2.358], [-0.499, 4.952, 1.852], [-0.918, 1.146, -4.685], [-0.052, 1.697, 6.722], [-0.996, 4.983, -0.567], [-0.249, -5.368, -6.107]],
  "nbo_charge": [1.3170, 0.1200, 1.0076, 0.0490, 0.0158, -0.0577, -0.1487, -0.5875, 2.1999, -0.9720, -0.8260, -1.0504, -0.9716, -0.2288, -0.2402, -0.2085, -0.0451, -0.2257, -0.2617, -0.2444, -0.2141, -0.2569, -0.1696, -0.2292, -0.3005, -0.2315, -0.2579, -0.3958, -0.2618, -0.2503, 0.3873, -0.2662, -0.2402, -0.1921, -0.1704, -0.0391, -0.2845, -0.1872, -0.2591, -0.0678, -0.2391, -0.2167, -0.0819, -0.4143, -0.1149, -0.2229, -0.1255, 0.1911, 0.2161, 0.1880, 0.2293, 0.2206, 0.2242, 0.1992, 0.2218, 0.2145, 0.2056, 0.1944, 0.1963, 0.1918, 0.2018, 0.1928, 0.2262, 0.1953, 0.1741, 0.1942, 0.1920, 0.1980, 0.1975, 0.1962],
  "spin_multiplicity": 5,
  "e_above_lowest_kcal_mol": 14.75,
  "total_charge": -2,
  "e_lumo_ev": [4.064, 4.064],
  "homo_ev": [-1.58, -1.63]
}



No. 2
{
  "formula": "C34H23F2MnN3O8S2",
  "method": "wB97M-V/def2-TZVPD",
  "elements": ["Mn", "S", "S", "F", "F", "O", "O", "O", "O", "O", "O", "O", "O", "N", "N", "N", "C", "C", "C", "C", "C", "C", "C", "C", "C", "C", "C", "C", "C", "C", "C", "C", "C", "C", "C", "C", "C", "C", "C", "C", "C", "C", "C", "C", "C", "C", "C", "C", "C", "C", "H", "H", "H", "H", "H", "H", "H", "H", "H", "H", "H", "H", "H", "H", "H", "H", "H", "H", "H", "H", "H", "H", "H"],
  "coordinates": [[1.029, 0.185, 0.157], [3.684, -0.301, 2.278], [3.404, -0.503, -1.109], [-0.546, -1.800, 4.924], [-2.716, -3.584, 1.199], [0.217, 1.728, -1.336], [0.239, 2.216, 2.166], [2.649, -1.523, -0.399], [2.738, 0.804, -1.104], [2.622, 0.410, 1.558], [4.131, 0.467, 3.439], [3.821, -0.912, -2.443], [3.442, -1.695, 2.562], [-1.464, 1.138, 0.487], [-0.059, -1.333, -1.255], [-2.357, 0.947, -0.389], [-1.500, 1.343, -4.455], [-2.664, 1.968, 4.404], [1.194, 2.805, 3.029], [4.971, -0.274, -0.232], [0.095, -1.031, 2.772], [-3.785, 0.559, -4.975], [-1.670, -2.659, 3.056], [-2.014, 0.997, -1.696], [-4.297, 0.201, -2.273], [-5.018, 0.115, -4.570], [-1.003, -1.931, 0.830], [-3.029, 0.685, -2.658], [-1.357, 2.210, 3.986], [-3.237, 1.238, 2.192], [-1.923, 1.431, 1.760], [-5.272, -0.069, -3.200], [-0.056, -1.022, 1.378], [-0.698, -1.822, 3.570], [-0.759, -2.163, -3.376], [-0.713, 1.461, -2.138], [-1.782, -2.702, 1.684], [6.108, -0.143, -1.022], [0.090, -1.424, -2.570], [7.357, -0.006, -0.440], [5.094, -0.244, 1.154], [-0.984, 1.958, 2.679], [-0.534, 1.649, -3.551], [-3.605, 1.499, 3.503], [-2.770, 0.858, -4.045], [6.349, -0.117, 1.734], [-1.045, -2.013, -0.641], [-1.965, -2.748, -1.397], [-1.823, -2.814, -2.770], [7.481, -0.006, 0.944], [8.459, 0.095, 1.401], [-1.300, 1.453, -5.516], [-2.776, -3.268, -0.914], [0.938, -0.892, -2.988], [-3.947, 0.855, 1.472], [-4.480, 0.056, -1.217], [1.500, 2.124, 3.827], [0.437, 2.003, -3.876], [-5.796, -0.091, -5.298], [-4.627, 1.331, 3.824], [6.406, -0.098, 2.815], [-0.602, -2.215, -4.445], [8.238, 0.094, -1.063], [5.981, -0.168, -2.096], [2.062, 3.017, 2.414], [-2.535, -3.375, -3.363], [0.865, -0.430, 3.242], [-0.639, 2.584, 4.703], [-2.933, 2.144, 5.438], [-2.303, -3.263, 3.691], [-3.573, 0.696, -6.031], [-6.246, -0.422, -2.880], [0.804, 3.737, 3.458]],
  "lowdin_charge": [0.8565, 0.4628, 0.4625, 0.0273, 0.0112, -0.0690, -0.0901, -0.3252, -0.3559, -0.4036, -0.3561, -0.3465, -0.3028, 0.0466, 0.0770, 0.1016, -0.0524, -0.1102, -0.0761, -0.2028, -0.0490, -0.0692, 0.0291, -0.1692, -0.0404, -0.1331, -0.1292, -0.1127, -0.0330, -0.0215, -0.1839, -0.1129, -0.1223, -0.2679, -0.0640, -0.3850, -0.2153, -0.0700, -0.1143, -0.1017, -0.2107, -0.2366, -0.0094, -0.1211, -0.1944, -0.0704, -0.1911, -0.0094, -0.0751, -0.1004, 0.0896, 0.1013, 0.0963, 0.1174, 0.0956, 0.0962, 0.0954, 0.1156, 0.0805, 0.0859, 0.1050, 0.0974, 0.0894, 0.1010, 0.0947, 0.0984, 0.0979, 0.0980, 0.0882, 0.1131, 0.0977, 0.0867, 0.0886],
  "spin_multiplicity": 6,
  "total_charge": -2,
  "e_lumo_ev": [4.480, 4.479],
  "homo_ev": [-1.32, -1.98]
}



No. 3
{
  "formula": "C34H24Cl2F10N8OSTl",
  "method": "wB97M-V/def2-TZVPD",
  "elements": ["Tl", "Cl", "Cl", "S", "F", "F", "F", "F", "F", "F", "F", "F", "F", "F", "O", "N", "N", "N", "N", "N", "N", "N", "N", "C", "C", "C", "C", "C", "C", "C", "C", "C", "C", "C", "C", "C", "C", "C", "C", "C", "C", "C", "C", "C", "C", "C", "C", "C", "C", "C", "C", "C", "C", "C", "C", "C", "C", "H", "H", "H", "H", "H", "H", "H", "H", "H", "H", "H", "H", "H", "H", "H", "H", "H", "H", "H", "H", "H", "H", "H", "H"],
  "coordinates": [[-0.130, 0.076, 0.052], [-2.856, 2.153, -3.996], [-5.624, 4.947, -0.319], [0.581, 2.726, -0.521], [-1.376, 5.634, 3.107], [-5.479, -0.801, 0.278], [-1.815, -1.935, 4.109], [1.512, 4.818, -0.889], [1.264, 2.026, 4.522], [-6.252, -1.076, 2.884], [-0.168, 4.185, 5.052], [-0.995, 4.927, 0.518], [-2.933, -1.148, -0.427], [-4.353, -1.667, 4.752], [-1.570, 0.882, -1.660], [1.506, 1.111, 1.736], [3.171, 3.075, -0.146], [-2.129, 1.380, 0.974], [2.016, -1.613, 0.883], [2.621, 1.267, -1.471], [-0.028, -1.701, -1.795], [1.707, 0.291, -1.690], [-0.931, -1.712, 1.317], [2.071, 0.177, 2.676], [-3.182, 2.468, -2.313], [0.787, -2.335, -3.934], [0.717, -1.443, -2.873], [2.801, -0.898, 1.890], [2.277, 2.248, -0.696], [2.152, 0.345, -4.096], [-2.367, 1.598, 2.242], [1.540, -0.206, -2.847], [-4.007, -1.535, 3.464], [2.912, -2.094, -0.163], [-0.689, -3.786, -2.739], [0.039, -2.330, 2.210], [0.728, 2.702, 3.472], [-3.763, 3.041, 0.360], [0.405, 3.126, 1.149], [-2.221, -1.558, 1.779], [0.924, 2.246, 2.144], [-3.252, -1.262, 0.868], [-2.796, 2.067, 0.018], [-0.007, 3.820, 3.771], [1.266, -2.734, 1.423], [-4.426, 3.723, -0.683], [-3.992, 3.268, 1.737], [-4.571, -1.085, 1.216], [-2.460, 1.744, -1.360], [0.083, -3.527, -3.857], [-3.304, 2.552, 2.674], [-0.402, 4.215, 1.473], [-0.612, 4.578, 2.778], [-2.679, -1.693, 3.098], [-4.136, 3.436, -1.985], [-0.723, -2.832, -1.731], [-4.968, -1.226, 2.532], [3.050, -0.214, -4.376], [-1.310, -2.966, -0.830], [3.261, -1.608, 2.600], [3.610, -0.396, 1.358], [-1.260, -4.699, -2.643], [-4.713, 4.019, 2.031], [1.444, 0.302, -4.925], [1.910, -3.372, 2.052], [-3.460, 2.713, 3.733], [1.401, -2.108, -4.795], [4.131, 2.904, -0.402], [2.340, -2.596, -0.944], [-0.372, -3.258, 2.624], [2.822, 4.048, -0.164], [3.649, -2.809, 0.237], [1.323, -0.240, 3.354], [-4.646, 3.965, -2.780], [3.445, -1.256, -0.610], [0.925, -3.334, 0.575], [2.832, 0.640, 3.315], [-1.798, 1.011, 2.957], [2.440, 1.379, -3.923], [0.307, -1.709, 3.060], [0.147, -4.248, -4.663]],
  "lowdin_charge": [1.0304, 0.6642, 0.6506, 1.1502, 0.0941, 0.1216, 0.0746, -0.6142, 0.0621, 0.1070, 0.1033, 0.1091, 0.0919, 0.1071, -0.1932, -0.0332, 0.1098, 0.0676, -0.2346, 0.0398, 0.0822, -0.0428, -0.0474, -0.2374, -0.5707, -0.0070, -0.2156, -0.1834, -0.6266, -0.0141, -0.1226, -0.2719, -0.1537, -0.0953, -0.0467, -0.2351, -0.1385, -0.1697, -0.3789, -0.2146, -0.2947, -0.1816, -0.1430, -0.1545, -0.2039, -0.6088, -0.0093, -0.1489, -0.4403, -0.0582, -0.0295, -0.2465, -0.1679, -0.1517, -0.1319, -0.1124, -0.1567, 0.0883, 0.1005, 0.1246, 0.1185, 0.1040, 0.0919, 0.0862, 0.1250, 0.1148, 0.1088, 0.1018, 0.0745, 0.1262, 0.0611, 0.0933, 0.0946, 0.1015, 0.0754, 0.1092, 0.1223, 0.1270, 0.0775, 0.0879, 0.1065],
  "e_above_lowest_kcal_mol": 19.28,
  "total_charge": -1,
  "e_lumo_ev": 1.908,
  "homo_ev": -4.61
}



Number 1: E -8044.384527 Ha. Number 2: E -4222.872284 Ha. Number 3: E -4313.025766 Ha.